171
Properties=species:S:1:pos:R:3:forces:R:3 method="wB97M-V/def2-TZVPD" energy_ev=-208354.0158 mol_weight_g_mol=1294.91 multiplicity=1 smiles="NC(=O)CCc1cc(CP(=O)(O)O)c2c(c1CCSc1nnco1)Sc1c(ccc(CCCCn3cccc3)c1CCCCl)N2CC(=O)Br.CCCC#N.CCCC#N.CCCC#N.CCCC#N.CCCC#N.CCCC#N.CCCC#N" e_above_lowest_kcal_mol=0.0
N -1.0070 11.9701 2.1058 -0.52 -1.19 0.14
C -1.0444 10.5305 2.3812 -0.14 -0.27 -0.56
O -0.6370 10.0512 3.4070 -0.25 0.58 -0.91
C -1.6736 9.6190 1.2269 0.78 -0.62 1.41
C -1.3675 8.1231 1.6254 -0.32 -0.97 0.11
C -1.7482 7.0617 0.5426 -1.06 -1.03 -1.30
C -3.1768 6.6636 0.4826 1.82 -0.82 -1.51
C -3.6783 5.6691 -0.4867 2.18 0.54 0.84
C -5.2102 5.3680 -0.4833 0.85 1.17 0.72
P -6.0494 6.8751 -1.2412 -1.43 0.06 -1.27
O -7.3839 6.5641 -1.8168 1.69 0.20 0.61
O -4.9636 7.4408 -2.4034 -1.01 0.05 2.19
O -6.2129 8.1144 -0.1172 1.31 -1.26 -1.32
C -2.6951 5.0450 -1.3769 0.33 1.62 1.36
C -1.2510 5.4346 -1.3250 -1.84 0.14 0.92
C -0.7517 6.4610 -0.3900 -2.07 -0.68 0.31
C 0.7414 6.9203 -0.3546 -0.91 -0.26 -0.08
C 1.7658 5.8471 0.1709 -0.25 1.15 -0.89
S 3.4779 6.6069 -0.0075 0.04 0.71 -0.58
C 3.2939 8.3479 -0.4419 -0.38 1.43 1.96
N 3.4259 9.3415 0.4816 -0.43 -2.43 -2.26
N 3.1966 10.5342 -0.1493 -0.56 -1.15 -3.51
C 2.9420 10.2147 -1.4356 0.17 0.19 1.37
O 2.9807 8.8581 -1.7107 0.49 1.16 2.46
S -0.1900 4.5203 -2.5233 -0.77 -0.47 0.99
C -0.9237 2.8284 -2.3943 -1.54 -1.45 0.48
C -2.4184 2.8257 -2.3054 1.29 -2.33 0.35
C -3.1605 1.5744 -2.1745 3.57 -0.24 -0.02
C -2.3505 0.3043 -2.1071 0.40 2.53 -0.37
C -0.8729 0.2900 -2.2107 -1.54 1.64 -0.22
C -0.2017 -1.1170 -2.1117 -0.13 -0.10 0.08
C -0.9075 -2.2596 -2.9519 0.36 -0.92 0.93
C -0.9511 -3.5958 -2.0783 0.33 -0.80 -0.43
C 0.3593 -4.4547 -2.2075 0.54 -0.05 -0.49
N 0.2562 -5.7941 -1.5588 -0.02 -2.60 1.92
C -0.8722 -6.6214 -1.3818 -0.74 -1.71 1.01
C -0.5815 -7.8562 -0.6703 2.53 2.31 -0.92
C 0.9184 -7.8129 -0.4051 -2.85 2.93 -1.88
C 1.3008 -6.5189 -0.9618 1.05 -2.35 1.19
C -0.1237 1.5822 -2.3590 -2.00 -0.30 0.28
C 1.4283 1.5811 -2.4753 0.14 0.40 -0.35
C 2.2030 2.4231 -1.3743 0.66 -0.35 -0.09
C 3.2963 3.2752 -2.1298 -0.74 -0.90 -0.85
Cl 4.7789 3.6706 -1.1411 -0.86 -0.12 -0.34
N -3.1862 4.0646 -2.3332 1.15 -0.10 -0.37
C -3.2602 4.6637 -3.7106 -0.98 1.04 0.00
C -3.0991 3.5947 -4.8577 1.41 0.88 0.54
O -2.0445 3.5210 -5.4056 -1.19 -0.33 -0.02
Br -4.5819 2.3828 -5.3673 0.41 0.68 0.39
H -1.9223 12.1722 1.6798 0.75 0.22 -0.16
H -0.2605 12.1270 1.4219 -0.36 0.16 0.18
H -1.2267 9.8826 0.2326 -0.65 -0.07 0.84
H -2.7875 9.7575 1.2846 0.97 0.09 -0.50
H -1.9927 7.8831 2.5375 0.73 0.31 -0.95
H -0.3031 7.9537 1.9626 -1.15 0.52 -0.44
H -3.8904 7.1375 1.2016 0.70 -0.52 -0.67
H -5.5620 5.3559 0.5932 0.33 -0.14 -1.17
H -5.5016 4.4135 -0.9855 0.24 1.07 0.15
H -4.2920 7.9805 -1.9391 -0.03 -0.46 -0.54
H -5.5905 8.8405 -0.3048 -0.38 -0.29 0.22
H 1.0193 7.1937 -1.4164 -0.15 -0.21 1.21
H 0.7842 7.8342 0.2985 0.14 -0.82 -0.85
H 1.7533 4.9894 -0.5445 0.06 0.58 0.98
H 1.6443 5.5654 1.2456 -0.07 0.18 -1.04
H 2.6864 10.8919 -2.2777 0.33 -0.66 0.89
H -4.2732 1.6342 -2.1326 1.13 -0.31 0.02
H -2.9108 -0.6525 -1.9739 0.64 0.89 -0.16
H 0.9001 -1.1457 -2.3636 -1.61 0.40 0.36
H -0.2761 -1.4254 -1.0231 0.22 0.47 -1.11
H -0.2687 -2.4681 -3.8546 -0.90 0.26 0.60
H -1.9681 -2.0545 -3.2402 1.06 0.11 0.10
H -1.8119 -4.2498 -2.3941 1.05 0.83 0.25
H -1.1033 -3.3897 -0.9850 0.01 0.00 -1.00
H 1.2482 -3.9080 -1.7722 -0.98 -0.69 -0.22
H 0.6483 -4.6720 -3.2821 -0.60 0.53 0.96
H -1.9136 -6.3789 -1.7103 1.48 0.12 0.22
H -1.2776 -8.6771 -0.3790 0.57 1.09 -0.51
H 1.5437 -8.5888 0.0923 -0.52 1.07 -0.57
H 2.3797 -6.2400 -0.8884 -1.30 0.53 -0.47
H 1.7170 2.0031 -3.4871 -0.54 -0.33 0.93
H 1.8780 0.5495 -2.4541 -0.91 1.11 -0.03
H 2.7593 1.7089 -0.7008 -0.76 0.73 -0.58
H 1.4917 3.0187 -0.7496 0.76 -0.45 -0.55
H 2.8432 4.1839 -2.6129 0.69 -0.56 0.79
H 3.6664 2.6315 -2.9824 -0.17 0.76 1.05
H -4.2290 5.2458 -3.7882 0.87 -0.93 -0.04
H -2.4478 5.4415 -3.8331 -0.64 -1.15 -0.26
C 3.8098 -0.1073 2.4215 -0.15 0.00 -0.01
C 4.3108 -1.4734 1.9678 -0.08 0.13 0.36
C 4.6884 -1.5060 0.4849 -0.47 0.00 -0.02
C 3.4993 -1.1776 -0.3398 0.54 -0.22 0.03
N 2.5689 -0.9325 -0.9698 0.61 -0.15 0.41
H 2.8948 0.1811 1.8972 0.03 -0.01 0.00
H 3.5803 -0.1220 3.4889 0.04 0.03 -0.04
H 4.5631 0.6617 2.2466 -0.12 -0.13 -0.04
H 3.5363 -2.2191 2.1690 0.09 -0.05 -0.11
H 5.1851 -1.7492 2.5627 0.03 -0.02 -0.16
H 5.0507 -2.4994 0.2110 -0.12 0.04 -0.11
H 5.4821 -0.7853 0.2733 -0.10 0.03 -0.03
C 6.6116 -5.6874 3.9323 0.05 0.04 0.05
C 5.1739 -5.3672 4.3290 0.32 0.03 0.07
C 4.1412 -6.0271 3.4129 0.12 0.45 -0.52
C 4.3213 -5.5496 2.0159 -0.23 -0.34 0.32
N 4.4609 -5.1776 0.9363 0.01 0.03 0.23
H 6.8474 -5.3101 2.9348 -0.05 -0.06 0.02
H 7.3109 -5.2206 4.6289 -0.02 -0.06 -0.03
H 6.7904 -6.7662 3.9432 0.02 0.05 -0.02
H 5.0363 -4.2824 4.3194 -0.13 -0.08 0.02
H 5.0043 -5.7031 5.3550 -0.15 0.02 -0.07
H 3.1305 -5.7778 3.7475 0.27 -0.04 -0.29
H 4.2477 -7.1147 3.4346 0.01 0.04 -0.12
C -5.9687 -4.3927 -5.2132 -0.02 0.02 -0.11
C -4.6201 -5.1026 -5.1499 -0.25 0.22 -0.14
C -4.2400 -5.5375 -3.7317 0.02 1.04 -0.11
C -4.1447 -4.3513 -2.8401 -0.29 -0.09 0.15
N -4.0831 -3.4254 -2.1542 -0.17 -0.46 -0.46
H -5.9635 -3.4671 -4.6334 0.01 -0.08 0.04
H -6.2109 -4.1278 -6.2444 -0.03 -0.03 0.05
H -6.7676 -5.0339 -4.8305 0.02 0.05 -0.01
H -3.8503 -4.4374 -5.5514 0.04 -0.11 0.05
H -4.6516 -5.9845 -5.7953 0.11 -0.03 0.11
H -3.2815 -6.0496 -3.7413 -0.09 0.15 0.14
H -4.9860 -6.2240 -3.3285 0.11 0.06 0.09
C -3.2041 2.8502 3.2791 -0.04 0.07 0.02
C -3.5117 2.4120 1.8511 -0.08 0.23 0.20
C -2.7448 1.1540 1.4340 0.50 0.44 0.04
C -1.2798 1.4119 1.5048 -0.32 -0.36 -0.16
N -0.1480 1.6144 1.5579 -0.30 0.03 -0.01
H -2.1516 3.1161 3.4001 -0.02 -0.07 -0.03
H -3.7934 3.7315 3.5416 0.01 -0.06 0.02
H -3.4428 2.0570 3.9928 0.03 0.05 -0.01
H -3.2725 3.2339 1.1686 0.00 -0.12 -0.07
H -4.5846 2.2206 1.7612 0.06 -0.08 -0.10
H -3.0000 0.8836 0.4084 0.15 -0.08 0.06
H -2.9957 0.3177 2.0907 0.13 0.01 -0.03
C 8.4525 3.8135 2.3432 0.05 0.04 -0.03
C 6.9969 3.6617 1.9143 0.32 0.21 -0.11
C 6.1940 2.7573 2.8504 0.35 -0.41 -0.24
C 6.7878 1.3922 2.8705 -0.28 0.32 0.22
N 7.2470 0.3372 2.8826 -0.09 0.28 -0.06
H 8.9796 2.8570 2.3235 -0.06 0.02 0.05
H 8.9794 4.4879 1.6655 -0.03 0.00 0.07
H 8.5227 4.2243 3.3540 0.03 -0.02 -0.05
H 6.9666 3.2617 0.8971 -0.12 0.00 0.08
H 6.5296 4.6493 1.8847 -0.11 -0.11 0.01
H 5.1579 2.6895 2.5115 0.05 -0.09 0.08
H 6.1921 3.1601 3.8658 0.03 -0.11 -0.01
C -6.3685 -9.8808 -3.6213 -0.06 0.00 -0.03
C -5.2836 -10.3365 -4.5914 -0.32 0.05 0.02
C -3.8992 -10.4173 -3.9421 -0.04 0.59 -0.02
C -3.4935 -9.0781 -3.4372 0.17 -0.51 -0.04
N -3.1804 -8.0416 -3.0486 -0.11 -0.92 -0.03
H -6.1784 -8.8710 -3.2503 0.05 -0.06 0.03
H -7.3403 -9.8657 -4.1183 0.04 -0.03 0.05
H -6.4360 -10.5550 -2.7636 -0.01 0.06 -0.02
H -5.2541 -9.6475 -5.4402 0.10 -0.09 0.01
H -5.5493 -11.3204 -4.9858 0.14 0.03 -0.01
H -3.1613 -10.7597 -4.6701 0.07 0.08 0.12
H -3.9063 -11.1242 -3.1095 0.05 0.11 0.02
C 2.9868 -7.8789 8.1367 0.03 -0.01 0.05
C 1.4771 -7.9247 7.9261 0.23 -0.01 0.25
C 1.0784 -7.8291 6.4509 0.17 0.56 0.07
C 1.5572 -6.5435 5.8755 -0.30 -0.41 -0.06
N 1.9268 -5.5484 5.4323 -0.26 -0.24 0.42
H 3.4119 -6.9318 7.7968 -0.04 -0.05 -0.04
H 3.2255 -7.9790 9.1971 0.01 -0.03 -0.07
H 3.4827 -8.6914 7.5987 0.00 0.05 0.03
H 1.0155 -7.1078 8.4874 -0.07 -0.06 -0.10
H 1.0882 -8.8585 8.3396 -0.08 0.05 -0.11
H -0.0074 -7.8795 6.3502 0.07 0.08 -0.13
H 1.5097 -8.6561 5.8823 0.01 0.11 -0.05

=====

177
Properties=species:S:1:pos:R:3:forces:R:3 method="wB97M-V/def2-TZVPD" energy_ev=-137907.8498 mol_weight_g_mol=1295.51 charge=+1 multiplicity=1
C 2.5183 0.5931 -2.0484 -0.17 -0.30 -0.55
C 1.3243 0.6149 -2.1691 -0.33 0.53 -0.27
C -0.1372 0.9492 -2.2460 3.13 -0.33 1.72
C -0.6482 0.4425 -0.8550 -0.60 -0.77 -0.58
O 0.3039 0.6876 0.1691 -0.28 0.24 -0.15
C 0.4508 -0.4265 0.9783 0.21 -0.74 0.31
C 1.4889 -1.4337 0.5324 0.03 0.38 0.34
O -0.2169 -0.5696 1.9553 -0.06 0.26 -0.01
C -0.2453 2.4921 -2.5402 -2.66 0.57 0.10
C -1.2710 3.2128 -1.5830 0.82 -0.36 0.64
C -0.7412 3.6093 -0.1801 -1.09 0.41 0.12
C -1.8088 3.3564 0.9053 1.26 0.12 0.24
S -1.1090 3.7298 2.5624 -0.18 0.07 0.28
C 1.0315 3.3194 -2.4260 0.81 -0.04 -0.41
S 2.2024 3.1797 -3.8270 0.05 -0.20 -0.06
C 2.8545 4.8611 -4.0480 0.33 0.31 0.04
C 4.3975 4.9349 -3.9074 -0.56 0.34 -0.10
C -1.0720 2.4188 -3.8714 -0.25 -0.12 -0.20
C -1.3708 3.6311 -4.7551 0.46 -1.04 0.64
C -0.6290 4.8012 -4.7676 -0.65 0.63 -0.81
C -1.0681 5.8135 -5.6318 0.13 -0.86 0.45
C -2.1982 5.5643 -6.3905 -0.12 0.93 -0.63
N -2.9431 4.4646 -6.3630 0.25 -0.32 0.29
C -2.5201 3.5077 -5.5442 0.26 0.82 0.08
C -0.5450 1.1312 -4.5569 0.30 1.74 -0.54
C -0.9001 0.7734 -5.9999 -0.18 -0.73 -0.20
C 0.0212 1.4681 -6.9877 0.22 0.41 -0.25
C -0.4314 2.5187 -7.7855 -0.11 0.08 -0.13
C 0.4098 3.1815 -8.6675 0.27 0.12 -0.15
C 1.7410 2.8060 -8.7929 -0.10 -0.31 0.40
C 2.1994 1.7392 -8.0277 -0.21 0.35 -0.09
C 1.3595 1.0779 -7.1345 0.34 -0.47 0.24
C 1.9560 -0.0686 -6.3441 -0.51 0.15 -0.33
N -0.6997 0.1053 -3.4667 0.69 1.94 1.47
C -2.0377 -0.4233 -3.2042 -1.38 -0.25 -0.91
C -3.1438 -0.1434 -3.9454 0.78 0.34 0.41
N 0.2781 -0.9531 -3.6780 -0.95 -1.26 0.17
C -0.1821 -2.3408 -3.5230 1.12 -0.87 -0.15
C 1.0682 -3.2331 -3.8230 -0.66 -0.13 -1.11
C 0.8077 -4.1256 -5.0598 -0.22 0.21 0.09
H 3.5741 0.4883 -2.1576 0.00 0.04 0.32
H -0.7709 -0.6470 -0.9143 -0.09 0.11 -0.26
H -1.6274 0.8441 -0.5948 0.09 0.10 0.07
H 1.1204 -1.9883 -0.3325 0.20 0.19 -0.17
H 2.4160 -0.9087 0.3028 -0.06 -0.11 -0.34
H 1.6725 -2.1453 1.3346 -0.18 0.05 0.04
H -2.1550 2.5873 -1.4277 -0.02 0.07 -0.31
H -1.5811 4.1158 -2.1117 -0.13 -0.07 0.02
H -0.5783 4.6901 -0.1672 0.39 -0.10 0.01
H 0.1690 3.1033 0.1308 0.02 -0.09 -0.23
H -2.0892 2.3036 0.9260 -0.26 0.09 -0.08
H -2.6611 4.0229 0.7935 -0.15 -0.23 -0.16
H 0.1855 3.9426 2.2606 -0.24 -0.11 -0.26
H 1.5699 3.0382 -1.5218 -0.13 -0.07 -0.02
H 0.7848 4.3758 -2.3120 -0.18 -0.10 -0.09
H 2.5662 5.2205 -5.0371 -0.12 -0.14 0.02
H 2.3985 5.5365 -3.3205 -0.13 -0.16 -0.01
H 4.6543 5.5742 -3.0625 0.14 -0.23 0.09
H 4.8321 3.9460 -3.7826 0.07 0.10 0.04
H 4.8102 5.4174 -4.7940 0.14 -0.18 0.01
H -2.0719 2.2007 -3.4749 0.10 -0.30 -0.17
H 0.2410 4.9570 -4.1543 0.00 -0.13 -0.05
H -0.5472 6.7553 -5.7308 0.00 -0.01 0.05
H -2.5200 6.3426 -7.0792 -0.12 -0.12 0.04
H -3.1199 2.6049 -5.5071 -0.02 0.02 0.04
H 0.5287 1.3468 -4.6125 0.03 -0.54 0.31
H -1.9389 0.9466 -6.2785 0.01 0.11 0.20
H -0.7501 -0.3090 -6.1195 -0.11 0.05 0.04
H -1.4596 2.8570 -7.7574 -0.02 -0.18 0.16
H 0.0308 4.0060 -9.2592 -0.08 -0.06 0.02
H 2.4237 3.3180 -9.4583 -0.11 0.04 -0.06
H 3.2337 1.4271 -8.1141 -0.05 -0.07 0.03
H 2.8946 -0.3978 -6.7782 0.09 0.12 0.15
H 1.2976 -0.9483 -6.3778 0.06 0.04 0.00
H 2.1257 0.2133 -5.3022 0.26 -0.09 -0.07
H -2.1810 -1.0712 -2.3427 0.83 -1.13 -0.86
H -3.4960 0.8757 -4.0848 0.73 -0.06 -1.58
H -3.7210 -0.9664 -4.3594 -0.99 0.04 1.48
H 0.6631 -0.8855 -4.6155 -0.17 0.50 0.04
H -0.9374 -2.6340 -4.2562 -0.34 0.23 0.31
H -0.4945 -2.5775 -2.5073 -0.33 0.36 -0.06
H 1.2949 -3.8890 -2.9857 0.18 0.34 0.19
H 1.9078 -2.5919 -4.0949 0.25 -0.12 0.58
H 0.9647 -3.5550 -5.9796 0.07 -0.09 0.01
H -0.2275 -4.4779 -5.0912 0.09 -0.11 0.12
H 1.4552 -5.0009 -5.0752 0.08 0.10 -0.06
C -2.4391 0.2216 4.0931 -0.13 0.21 0.26
C -3.3547 -0.9418 4.3701 0.30 0.39 -0.05
C -4.7605 -0.7715 3.8546 -0.10 -0.13 -0.35
O -5.5012 -1.6415 4.7175 -0.05 0.17 0.21
C -4.8274 -1.7102 5.8980 0.23 0.13 0.14
O -5.2474 -2.2070 6.8889 -0.20 -0.03 -0.20
O -3.6037 -1.1339 5.7775 -0.26 -0.17 -0.11
H -1.5586 0.1932 4.7335 0.06 -0.13 -0.11
H -2.1204 0.1776 3.0551 0.09 0.05 0.01
H -2.9329 1.1786 4.2706 -0.08 -0.05 0.04
H -2.9019 -1.8645 3.9929 -0.09 -0.03 -0.01
H -4.8783 -1.0792 2.8163 -0.07 -0.10 0.08
H -5.1363 0.2470 3.9769 0.11 0.02 0.05
C 6.8000 2.1480 -5.0292 -0.08 0.01 -0.32
C 6.2076 1.0102 -4.2399 0.28 0.42 -0.26
C 7.0618 -0.2292 -4.1502 0.14 -0.06 0.25
O 6.0714 -1.2583 -3.9578 -0.05 0.07 -0.08
C 4.9335 -0.8291 -4.5356 0.03 0.01 -0.06
O 3.9659 -1.5050 -4.7181 0.02 -0.14 0.13
O 5.0245 0.4736 -4.8827 -0.07 -0.18 0.19
H 6.0228 2.8551 -5.3213 0.01 -0.01 0.10
H 7.5497 2.6688 -4.4339 -0.08 -0.07 -0.02
H 7.2701 1.7887 -5.9466 -0.02 -0.06 0.02
H 5.9114 1.3561 -3.2446 -0.02 -0.08 0.03
H 7.7643 -0.2107 -3.3214 -0.13 -0.15 0.09
H 7.5975 -0.4424 -5.0773 -0.03 0.11 -0.04
C -5.0084 -4.2604 3.0081 0.20 0.29 -0.05
C -4.9170 -4.2203 1.5019 -0.06 -0.23 0.59
C -3.9264 -5.1763 0.8862 -0.08 -0.20 -0.11
O -3.5875 -4.5016 -0.3407 0.03 0.14 0.04
C -3.7536 -3.1820 -0.1272 -0.02 -0.10 0.18
O -3.3811 -2.3255 -0.8722 0.18 0.19 -0.13
O -4.3859 -2.9537 1.0421 0.04 -0.03 -0.31
H -5.4734 -3.3492 3.3831 -0.14 -0.24 -0.04
H -5.5919 -5.1168 3.3422 -0.02 -0.02 -0.07
H -4.0155 -4.3244 3.4574 0.02 -0.03 -0.02
H -5.9082 -4.3410 1.0576 0.04 0.04 -0.09
H -4.3411 -6.1600 0.6837 0.03 0.05 -0.21
H -3.0146 -5.2812 1.4776 -0.06 0.05 0.09
C 5.3688 -1.3373 4.6665 0.03 -0.26 -0.15
C 5.6137 -0.3294 3.5713 -0.04 -0.34 0.26
C 4.4063 0.0437 2.7489 -0.27 0.27 0.06
O 4.9915 0.4339 1.4993 0.04 -0.05 0.07
C 6.1568 -0.2553 1.3770 0.11 -0.18 0.03
O 6.7959 -0.3161 0.3774 0.03 0.11 -0.06
O 6.4763 -0.8659 2.5429 -0.09 0.30 -0.15
H 6.3073 -1.7887 4.9851 0.03 0.12 0.07
H 4.8980 -0.8613 5.5260 0.02 0.04 -0.01
H 4.7222 -2.1453 4.3211 0.00 0.02 -0.03
H 6.0994 0.5604 3.9819 0.01 0.03 -0.10
H 3.8309 0.8606 3.1792 0.04 0.10 -0.17
H 3.7450 -0.8052 2.5578 0.05 -0.08 0.16
C -3.7971 -3.6171 9.1733 0.48 -0.08 0.16
C -4.4172 -4.9194 9.6062 0.22 0.48 -0.08
C -4.9265 -4.9541 11.0260 -0.28 -0.07 0.05
O -4.8439 -6.3570 11.3353 0.10 0.06 -0.07
C -3.8505 -6.8799 10.5765 0.06 -0.03 0.01
O -3.3975 -7.9702 10.7127 0.00 -0.02 0.00
O -3.4439 -5.9861 9.6408 -0.20 -0.14 0.08
H -3.1773 -3.7624 8.2881 -0.13 -0.04 -0.08
H -4.5621 -2.8867 8.9481 -0.03 0.01 0.00
H -3.1511 -3.2103 9.9544 -0.02 -0.09 0.05
H -5.2005 -5.2148 8.8999 -0.03 -0.06 0.06
H -5.9462 -4.5967 11.1297 -0.04 -0.16 0.06
H -4.2802 -4.4113 11.7187 0.05 0.07 -0.10
C 7.5951 3.5279 1.4007 -0.23 0.17 -0.18
C 8.5878 3.0205 0.3823 -0.31 0.09 0.48
C 9.8550 3.8299 0.2624 0.22 -0.09 0.02
O 10.2487 3.5547 -1.0913 -0.15 0.03 -0.01
C 9.1242 3.2794 -1.7891 0.03 0.03 0.04
O 9.0697 3.1842 -2.9745 0.04 0.00 0.04
O 8.0656 3.1270 -0.9572 0.22 -0.03 -0.10
H 6.6061 3.1114 1.2064 0.06 -0.14 0.05
H 7.9022 3.2516 2.4094 0.05 -0.04 -0.03
H 7.5011 4.6142 1.3570 0.05 0.00 -0.03
H 8.8082 1.9652 0.5653 0.03 0.00 -0.08
H 10.6321 3.5249 0.9585 0.11 -0.07 -0.17
H 9.6834 4.9044 0.3586 -0.10 -0.02 0.04
C -10.1717 -4.8410 9.7412 0.24 -0.18 0.02
C -9.5281 -3.4764 9.7156 -0.26 -0.44 -0.03
C -9.1857 -2.9475 8.3437 -0.10 0.22 -0.10
O -8.0975 -2.0590 8.6297 -0.04 -0.09 0.10
C -7.4837 -2.5227 9.7429 0.04 0.03 -0.03
O -6.4369 -2.1372 10.1524 -0.04 0.01 0.07
O -8.2247 -3.4986 10.3281 0.05 0.20 -0.10
H -10.0899 -5.2828 10.7335 -0.10 0.09 0.04
H -11.2256 -4.7717 9.4733 0.00 0.04 0.01
H -9.6809 -5.5210 9.0431 0.02 0.04 -0.01
H -10.1401 -2.7604 10.2714 0.06 0.06 -0.02
H -10.0047 -2.4114 7.8702 0.11 0.16 0.02
H -8.8222 -3.7263 7.6688 -0.05 -0.09 0.07

=====

Which HOMO-LUMO gap belongs to each record? In order, 7.151; 7.645 eV.